A structure of composition C32H26BrInN4O6Se at a distorted geometry, computed with wB97M-V/def2-TZVPD.

Results
LUMO level   -1.17 eV
Energy above the lowest of the compared OMol25 structures with the same formula, charge and spin   0.00 kcal/mol
HOMO-LUMO gap   6.92 eV
E_HOMO   -8.090 eV

Structure (ORCA input):
```
! wB97M-V def2-TZVPD RIJCOSX def2/J DEFGRID3
* xyz 0 1
In 10.61 7.86 11.49
O 9.68 5.87 15.11
C 9.57 6.48 14.06
O 10.48 7.15 13.47
C 8.22 6.46 13.35
C 7.81 7.84 12.83
C 6.30 7.88 12.57
C 6.22 7.01 11.31
C 7.69 6.68 11.04
O 8.33 7.89 11.50
C 8.18 5.61 12.03
C 9.50 5.02 11.54
O 9.70 3.83 11.67
O 10.30 5.85 10.94
H 7.49 6.05 14.05
H 8.20 8.67 13.40
H 5.75 7.50 13.40
H 5.96 8.91 12.38
H 5.65 6.10 11.44
H 5.78 7.55 10.49
H 7.94 6.48 9.99
H 7.48 4.78 12.17
Br 16.14 8.33 16.30
C 14.71 8.57 15.12
C 13.61 9.30 15.54
C 12.56 9.55 14.67
C 12.56 9.08 13.36
O 11.58 9.44 12.56
C 13.67 8.30 12.95
C 13.75 7.75 11.61
N 12.77 7.60 10.80
C 12.92 7.13 9.46
C 14.07 6.58 8.96
C 14.16 6.17 7.61
C 13.05 6.26 6.81
C 11.84 6.77 7.30
C 10.67 6.85 6.53
C 9.53 7.38 7.05
C 9.59 7.90 8.37
N 10.64 7.83 9.13
C 11.77 7.27 8.63
C 14.76 8.09 13.83
H 13.59 9.66 16.57
H 11.69 10.10 15.00
H 14.77 7.47 11.31
H 14.92 6.46 9.62
H 15.08 5.78 7.21
H 13.08 5.92 5.76
H 10.69 6.46 5.53
H 8.61 7.43 6.47
H 8.73 8.35 8.83
H 15.59 7.49 13.49
C 10.94 10.82 7.09
N 11.78 10.76 8.29
C 11.36 10.81 9.59
Se 9.63 10.85 10.28
N 12.48 10.71 10.35
C 13.60 10.50 9.56
C 14.94 10.25 9.87
C 15.77 9.97 8.79
C 15.30 9.99 7.47
C 13.98 10.27 7.17
C 13.16 10.53 8.25
H 9.90 10.81 7.38
H 11.17 9.96 6.47
H 11.13 11.75 6.54
H 12.37 10.49 11.34
H 15.29 10.23 10.89
H 16.82 9.82 9.02
H 16.00 9.76 6.68
H 13.63 10.28 6.15
*
```